Computed, not measured: 6 unconnected molecules or ions with the total composition C30H76N5O11 in a non-equilibrium geometry, with the ωB97M-V functional and the def2-TZVPD basis.

For the energy above the lowest of the compared OMol25 structures with the same formula, charge and spin, the calculation gives 14.6 kcal/mol. The spin multiplicity is 1. The calculation puts the orbital gap at 7.12 eV. The value obtained for the maximum force is 10.1 eV/Å. The net charge is -1.

CARTESIAN COORDINATES (ANGSTROEM)
O 31.30110 30.47692 59.79728
H 31.54305 30.32668 60.66799
C 31.46402 34.87767 55.87252
O 32.22035 33.65807 55.93471
C 32.21566 33.24238 57.30896
C 33.30131 32.06918 57.36574
N 33.49576 31.59597 58.71148
C 34.69214 30.84057 58.80764
C 35.16711 30.66353 60.27699
O 36.50189 30.09450 60.54050
C 36.59878 28.74236 60.15029
H 30.51854 34.92217 56.11973
H 31.43526 35.32675 54.81330
H 31.88064 35.62275 56.52134
H 31.26637 33.03704 57.66476
H 32.75237 33.82247 58.04556
H 34.27155 32.59974 56.87739
H 33.06838 31.34260 56.75436
H 32.68852 31.12502 59.17226
H 35.42772 31.46783 58.59579
H 34.64905 29.75457 58.22889
H 34.50611 30.10560 60.92836
H 35.18948 31.66864 60.85329
H 36.07904 28.04053 60.83204
H 37.63535 28.52217 60.08439
H 36.31737 28.46374 59.21667
C 23.37507 29.42635 62.80521
O 24.54883 29.55902 63.58343
C 25.76148 29.67636 63.07750
C 26.89879 29.64445 64.05882
N 28.10079 29.88708 63.32967
C 29.26550 29.72487 64.30674
C 30.58652 30.01641 63.59048
O 31.78209 29.74022 64.30118
C 33.01534 30.29635 63.81547
H 23.25897 30.24098 62.09007
H 22.43340 29.37277 63.33318
H 23.46308 28.37681 62.43499
H 25.74100 30.62692 62.57953
H 25.82378 28.75761 62.32887
H 26.81477 28.79770 64.42732
H 26.72094 30.31879 64.97416
H 28.36103 29.02027 62.70736
H 29.07155 28.75547 64.85851
H 29.07353 30.56986 65.01663
H 30.52512 31.20884 63.37137
H 30.60286 29.53708 62.78278
H 33.04320 31.37030 63.67629
H 33.13694 30.08904 62.66375
H 33.71594 29.84586 64.42952
C 31.95840 33.64695 60.39536
O 31.28101 34.00481 61.49772
C 29.94711 33.41591 61.50770
C 29.30351 33.61259 62.82522
N 28.14201 32.72320 62.82945
C 27.08237 33.33611 63.54685
C 27.52430 33.56533 65.14046
O 26.36240 33.74901 65.97792
C 26.64709 34.09561 67.34118
H 31.58813 33.89278 59.48472
H 31.94289 32.58593 60.20087
H 33.04823 33.73398 60.25913
H 30.08456 32.41063 61.24958
H 29.32349 33.99808 60.77248
H 29.01516 34.59361 62.93519
H 29.94161 33.32496 63.80308
H 28.24816 31.78740 63.12952
H 26.26007 32.64055 63.64354
H 26.73175 34.25360 62.92979
H 28.31273 34.27051 65.07091
H 28.04582 32.70914 65.59851
H 25.95344 34.68280 67.83482
H 27.54329 34.52812 67.64376
H 26.55896 33.17183 68.01834
C 27.65484 33.45586 56.70797
O 27.66303 32.87596 57.99675
C 28.29035 31.61166 58.15260
C 28.06811 31.19768 59.52267
N 28.54331 29.83153 59.65952
C 28.21979 29.28209 60.91627
C 29.07294 28.06080 61.38504
O 28.66025 27.47468 62.45811
C 29.28462 26.21165 62.62973
H 28.28943 34.46614 56.63357
H 26.79136 33.82986 56.59065
H 27.70888 32.57358 56.02404
H 29.33811 31.73224 57.72457
H 27.93301 30.86077 57.45814
H 27.02055 30.98316 59.54478
H 28.44304 31.78801 60.20028
H 29.57179 29.89361 59.67349
H 27.20514 29.00214 61.14364
H 28.27428 30.12089 61.80497
H 30.06260 28.44255 61.57512
H 28.82043 27.56817 60.57878
H 28.73339 25.71322 63.48354
H 30.38411 26.29910 62.85088
H 29.47166 25.61631 61.90140
C 33.47606 25.31581 62.67378
O 33.73474 25.91553 61.37880
C 32.72806 26.73165 60.78413
C 33.08636 27.16886 59.33472
N 31.96339 27.82739 58.62425
C 32.31396 28.16930 57.29500
C 31.34928 29.08988 56.73493
O 31.61080 29.19979 55.34838
C 30.72508 30.11653 54.78284
H 32.60497 24.56304 62.68553
H 33.23290 26.26112 63.19571
H 34.16633 24.61925 63.00860
H 32.39750 27.65929 61.37819
H 31.64497 26.49050 60.86153
H 33.35391 26.23601 58.73240
H 34.07004 27.81333 59.37741
H 31.54385 28.68225 59.14207
H 32.17500 27.07471 56.90624
H 33.19238 28.29291 57.01597
H 31.59213 30.16886 57.30469
H 30.33398 28.76486 56.85502
H 29.60520 29.83134 54.85962
H 30.98667 29.93271 53.68478
H 30.86430 31.10586 54.92330

=====

Computed, not measured: a molecular structure, C3H10ClNS in a non-equilibrium geometry, with the ωB97M-V functional and the def2-TZVPD basis.

The spin multiplicity is 1. The calculation puts the orbital gap at 8.69 eV. The value obtained for the maximum force is 4.8 eV/Å. The net charge is 0.

CARTESIAN COORDINATES (ANGSTROEM)
C 0.11484 1.56498 -0.35634
C 0.41393 0.38751 0.57966
C 1.73327 -0.36333 0.64730
H 0.50614 1.05281 -1.28709
H -1.23206 1.32437 -0.60601
H 0.35204 2.72864 -0.14681
H 0.01386 0.47891 1.63959
H 1.57025 -1.07168 1.48751
H 2.45413 0.44997 0.89192
H 1.71873 -2.03096 -0.73549
H 2.24309 -0.51893 -1.39185
H -3.82775 -1.22196 0.79724
H -3.95200 -0.57282 -1.06425
N 2.15767 -1.13682 -0.48696
S -3.33531 -0.26118 0.06787
Cl -0.93083 -0.80952 -0.03630

=====

Computed, not measured: a gas-phase ion, C4H9N2 (charge +1) in a non-equilibrium geometry, with the ωB97M-V functional and the def2-TZVPD basis.

As for the SMILES: C[C@H]1CC(=[NH2+])N1. For the energy above the lowest of the compared OMol25 structures with the same formula, charge and spin, the calculation gives 32.1 kcal/mol. The spin multiplicity is 1. The calculation puts the orbital gap at 12.02 eV. The value obtained for the maximum force is 4.5 eV/Å. The net charge is +1.

CARTESIAN COORDINATES (ANGSTROEM)
C 0.00995 0.86667 -2.04864
C -0.47816 0.32156 -0.66723
C -0.43737 -1.14055 -0.05260
C 0.33778 -0.43510 1.10870
N 0.61866 -0.80585 2.32956
N 0.49031 0.72411 0.54219
H -0.84019 0.86671 -2.69676
H 0.89460 0.36635 -2.36412
H 0.31897 1.91339 -1.93818
H -1.41245 0.72557 -0.34817
H 0.04459 -1.85162 -0.61441
H -1.42975 -1.37313 0.34617
H 0.10853 -1.62612 2.66130
H 0.82590 -0.20549 3.12737
H 0.94864 1.65350 0.61483

=====

Computed, not measured: 3 unconnected molecules or ions with the total composition CH8NO3 in a non-equilibrium geometry, with the ωB97M-V functional and the def2-TZVPD basis.

For the energy above the lowest of the compared OMol25 structures with the same formula, charge and spin, the calculation gives 10.1 kcal/mol. The spin multiplicity is 1. The calculation puts the orbital gap at 8.24 eV. The value obtained for the maximum force is 1.8 eV/Å. The net charge is -1.

CARTESIAN COORDINATES (ANGSTROEM)
N 1.92426 -0.69079 0.90503
C 1.05965 -0.98065 -0.32627
O -0.27242 -0.85693 -0.13752
H 1.54023 0.12084 1.38083
H 1.83968 -1.48705 1.53186
H 1.49956 -0.20512 -0.97297
H 1.26944 -2.03631 -0.52380
H -2.66725 1.33583 -0.45809
H -2.23650 -0.00406 -0.90898
O -3.04225 0.53021 -0.83505
H -0.25028 0.61545 0.26609
H -0.19023 2.04347 -0.37304
O -0.47390 1.61513 0.45191

=====

Computed, not measured: a molecular structure, C8H9N4O5Ru, with the ωB97M-V functional and the def2-TZVPD basis.

The spin multiplicity is 2. The calculation puts the orbital gap (alpha / beta) at 7.96 / 7.59 eV. The value obtained for the maximum force is 0.5 eV/Å. The net charge is 0.

CARTESIAN COORDINATES (ANGSTROEM)
Ru 0.17120 -1.07638 0.10279
O 0.06708 -0.69197 -2.02160
C -0.16377 0.73866 -2.02922
C -1.31763 1.08681 -1.10078
N -1.08632 0.52291 0.26146
C -2.36899 0.05881 0.84409
C -2.68042 -1.26956 0.16209
O -3.78498 -1.63733 -0.12463
O -1.56976 -1.96671 -0.03786
C -0.37491 1.42199 1.19914
C 0.18744 0.56499 2.34885
O 0.29819 1.01242 3.45553
O 0.57681 -0.64757 1.97574
H -0.66150 -1.16184 -2.45420
H 0.77927 1.17179 -1.69997
H -0.36455 1.08013 -3.04496
H -1.49801 2.16229 -1.04514
H -2.22658 0.62380 -1.49274
H -2.22088 -0.12560 1.90922
H -3.15434 0.80129 0.70822
H 0.46112 1.88669 0.67297
H -1.03951 2.19832 1.58105
N 2.12861 -1.31004 -0.14631
C 3.29302 -1.36051 -0.33646
N 4.49880 -1.36570 -0.64838
C 5.54293 -1.35462 0.16427
N 6.50769 -1.36307 0.79683

=====

Computed, not measured: a molecular structure, C3H12BClCrMgO3S in a non-equilibrium geometry, with the ωB97M-V functional and the def2-TZVPD basis.

The spin multiplicity is 6. The calculation puts the orbital gap (alpha / beta) at 4.13 / 4.87 eV. The value obtained for the maximum force is 6.6 eV/Å. The net charge is +3.

CARTESIAN COORDINATES (ANGSTROEM)
Cr -22.09634 4.25519 -15.53093
Mg -23.03142 0.60210 -13.32735
Cl -21.59221 2.06774 -14.30700
B -24.83979 1.45928 -13.28170
H -24.72172 0.42189 -13.00947
H -24.05740 2.03259 -12.80903
H -24.79756 1.61758 -14.34819
H -25.81180 1.74617 -12.91138
O -19.03061 -1.39668 -10.50736
S -18.11282 -1.90824 -11.51947
O -17.59150 -3.27764 -11.39483
O -18.74998 -1.71502 -13.02878
C -19.33233 -0.41044 -13.43516
C -18.44910 0.17550 -14.55896
C -16.66830 -0.76755 -11.62663
H -19.32818 0.27542 -12.58800
H -20.31378 -0.60022 -13.86972
H -18.68986 1.18046 -14.90567
H -18.43221 -0.51518 -15.40204
H -17.42788 0.25077 -14.18541
H -16.35523 -0.74038 -10.58291
H -16.88465 0.28181 -11.82696
H -15.88113 -1.15690 -12.27229

=====

Computed DFT total energy (a.u.) in order:
-2289.21397, -1033.28349, -267.04819, -323.39531, -1000.32350, -2473.57561